C30H47BrN4OP2Sr as an isolated structure in a non-equilibrium geometry. Source: OMol25; level of theory: ωB97M-V/def2-TZVPD.

Summary:
HOMO-LUMO gap (spin up / spin down): 6.5 / 3.2 eV
F_max: 4.34 eV Å⁻¹
Charge: +2
LUMO level (spin up / spin down): -6.1 / -9.4 eV

Each line ends with the Löwdin charge.
Cartesian coordinates (Å):
N1 -4.78574 -9.41393 -0.39760  0.06
C1 -3.56744 -9.41177 0.14648  -0.13
C2 -2.72378 -8.28864 0.11518  -0.02
C3 -3.16494 -7.09931 -0.50066  -0.22
C4 -4.45553 -7.12266 -1.06987  -0.01
C5 -5.22073 -8.30377 -0.99127  -0.13
C6 -2.27401 -5.91481 -0.53296  -0.02
Sr1 1.18296 0.53027 0.07750  1.00
P1 -0.24514 5.43772 3.80297  1.25
C7 -2.58728 -4.67955 -0.07479  -0.04
C8 -1.72511 -3.50025 -0.08453  -0.19
C9 -2.29144 -2.24404 0.22373  0.01
C10 -1.52381 -1.06939 0.24160  -0.13
C11 -0.23954 -1.27899 -0.07436  -0.31
C12 0.44457 -2.38910 -0.37378  -0.10
C13 -0.34853 -3.55487 -0.38683  0.03
Br1 2.48500 2.76586 -0.01526  0.04
H1 -1.28467 -6.10414 -0.95958  0.12
H2 -3.58094 -4.51600 0.35786  0.12
H3 -1.73930 -8.33856 0.57863  0.11
H4 -4.87354 -6.25181 -1.57356  0.11
H5 -3.23109 -10.33199 0.62788  0.11
H6 -6.22047 -8.32871 -1.43012  0.11
H7 -3.35199 -2.17942 0.45889  0.13
H8 0.12812 -4.50007 -0.63123  0.12
H9 -1.98175 -0.12186 0.47704  0.10
H10 1.49496 -2.45547 -0.61176  0.09
P2 -0.43374 1.57717 -1.79491  0.78
C14 0.18549 3.81163 4.62190  -0.37
C15 -0.09867 3.79046 6.13354  -0.14
H11 1.24054 3.57597 4.41995  0.09
H12 -0.42262 3.05051 4.11511  0.09
H13 0.52741 3.04170 6.63321  0.09
H14 0.10698 4.75915 6.59856  0.07
H15 -1.14647 3.53698 6.33077  0.08
C16 -1.90246 4.93564 3.08846  -0.37
C17 -2.86316 6.10533 2.82116  -0.14
H16 -2.34624 4.25048 3.82558  0.09
H17 -1.72802 4.35861 2.16860  0.08
H18 -3.89816 5.74489 2.76301  0.09
H19 -2.81050 6.85374 3.61826  0.07
H20 -2.63644 6.60233 1.87237  0.08
C18 0.86002 5.32674 2.30167  -0.39
C19 2.10572 6.23036 2.36681  -0.14
H21 0.26637 5.54110 1.39960  0.09
H22 1.17507 4.27709 2.23627  0.02
H23 2.48261 6.44250 1.35801  0.09
H24 1.89343 7.18692 2.85424  0.07
H25 2.91068 5.73979 2.92700  0.08
C20 0.63541 2.68622 -2.75348  -0.45
C21 0.52651 2.58195 -4.26945  -0.13
H26 1.68810 2.49781 -2.44040  -0.01
H27 0.39249 3.69712 -2.38925  0.08
H28 0.96428 1.64725 -4.63542  0.07
H29 -0.50991 2.64155 -4.61745  0.08
H30 1.08186 3.40501 -4.73435  0.08
C22 -1.82090 2.48296 -1.08621  -0.40
C23 -3.22065 1.89626 -1.30852  -0.13
H31 -1.73182 3.46437 -1.56282  0.08
H32 -1.63392 2.65810 -0.00462  0.06
H33 -3.61733 2.19674 -2.28499  0.09
H34 -3.24348 0.80319 -1.25394  0.05
H35 -3.90787 2.28015 -0.54556  0.08
C24 -0.99831 0.16216 -2.77195  -0.40
C25 0.00465 -0.87692 -3.31595  -0.10
H36 -1.49727 0.67340 -3.58728  0.08
H37 -1.77189 -0.32660 -2.16466  0.06
H38 -0.45365 -1.87938 -3.38416  0.09
H39 0.36015 -0.61455 -4.32631  0.08
H40 0.88839 -0.97528 -2.67564  0.03
C26 5.63226 -2.76370 -2.80947  0.01
N2 5.18150 -1.86819 -1.72917  -0.04
C27 6.10726 -1.35138 -0.87752  -0.01
C28 5.74092 -0.49866 0.11721  0.00
C29 4.38916 -0.14148 0.28324  -0.42
N3 3.47140 -0.58849 -0.58033  0.06
C30 3.81384 -1.50633 -1.60531  -0.45
O1 2.98766 -1.95972 -2.37725  0.05
N4 4.03611 0.59112 1.36280  0.08
H41 6.35829 -2.22620 -3.42940  0.10
H42 4.81105 -3.09965 -3.44032  0.09
H43 6.12736 -3.63517 -2.36508  0.10
H44 7.14302 -1.64374 -1.00459  0.15
H45 6.48109 -0.13532 0.81871  0.12
H46 4.72022 0.94485 2.02458  0.13
H47 3.07729 0.70670 1.66553  0.01